[1]
{"formula": "C7H18ClILaO2P", "method": "ωB97M-V/def2-TZVPD", "relative_energy_kj_mol": 0.0, "lumo_ev": -8.7, "charge": 2, "multiplicity": 1, "symbols": ["C", "I", "H", "H", "H", "La", "P", "C", "C", "H", "H", "H", "C", "H", "H", "H", "H", "H", "H", "C", "O", "Cl", "C", "C", "O", "H", "H", "H", "H", "H", "H"], "coordinates": [[0.118, -4.997, -3.156], [0.675, -3.245, -1.911], [-0.962, -5.109, -3.104], [0.620, -5.882, -2.761], [0.442, -4.804, -4.179], [-0.287, -0.410, 0.246], [-0.153, 1.466, -1.951], [1.418, 1.767, -2.838], [-1.331, 0.785, -3.169], [-1.776, 2.953, -0.942], [-0.950, 3.678, -2.392], [-0.103, 3.588, -0.786], [-0.817, 3.096, -1.470], [-2.298, 0.600, -2.668], [-1.432, 1.530, -3.968], [1.175, 2.436, -3.676], [1.815, 0.790, -3.176], [-0.938, -0.173, -3.552], [2.132, 2.225, -2.125], [2.118, -0.280, -0.290], [3.280, -0.439, -0.360], [-2.769, 0.376, 0.310], [1.162, 1.180, 4.259], [1.311, 0.811, 2.778], [0.051, 1.294, 2.055], [1.084, 2.271, 4.375], [2.071, 0.835, 4.769], [0.294, 0.684, 4.718], [2.142, 1.298, 2.297], [1.361, -0.284, 2.634], [-0.710, 1.044, 2.570]], "mulliken_charge": [-0.774, 0.078, 0.293, 0.302, 0.303, 1.675, 0.301, -1.072, -1.093, 0.358, 0.405, 0.352, -1.093, 0.387, 0.377, 0.405, 0.352, 0.375, 0.355, 0.074, -0.063, -0.494, -1.275, -0.122, -0.520, 0.346, 0.365, 0.402, 0.338, 0.304, 0.360]}



[2]
{"formula": "C7H18N2O", "method": "ωB97M-V/def2-TZVPD", "relative_energy_kj_mol": 130.3, "lumo_ev": 0.7, "smiles": "CC(C)(C)N.CN(C)C=O", "charge": 0, "multiplicity": 1, "symbols": ["C", "C", "C", "C", "N", "H", "H", "H", "H", "H", "H", "H", "H", "H", "H", "H", "C", "N", "C", "C", "O", "H", "H", "H", "H", "H", "H", "H"], "coordinates": [[-3.235, 0.200, -0.153], [-1.724, 0.349, -0.234], [-1.135, 0.821, 1.086], [-1.089, -1.305, -0.499], [-1.376, 1.234, -1.272], [-3.652, -0.117, -1.109], [-3.493, -0.556, 0.587], [-3.694, 1.144, 0.132], [-1.501, 1.821, 1.318], [-0.052, 0.859, 1.018], [-1.427, 0.157, 1.896], [-1.639, -1.859, 0.260], [-1.462, -1.568, -1.490], [-0.104, -1.696, -0.302], [-1.821, 0.988, -2.149], [-0.361, 1.282, -1.437], [2.597, 1.138, 0.522], [2.123, -0.164, 0.106], [2.518, -1.285, 0.919], [1.606, -0.336, -1.144], [1.301, 0.593, -1.882], [2.271, 1.341, 1.543], [3.690, 1.189, 0.487], [2.187, 1.893, -0.146], [2.112, -1.174, 1.933], [3.614, -1.350, 0.994], [2.126, -2.213, 0.502], [1.622, -1.384, -1.485]], "mulliken_charge": [-1.763, 1.477, -1.326, -1.310, -0.658, 0.422, 0.362, 0.425, 0.430, 0.054, 0.331, 0.475, 0.286, 0.280, 0.304, 0.304, -1.083, 0.330, -0.971, -0.177, -0.683, 0.361, 0.338, 0.305, 0.317, 0.337, 0.330, 0.503]}



[3]
{"formula": "C7H18N2O", "method": "ωB97M-V/def2-TZVPD", "relative_energy_kj_mol": 159.5, "lumo_ev": 0.8, "smiles": "CNC(O)NC.C=C(C)C", "charge": 0, "multiplicity": 1, "symbols": ["C", "N", "C", "O", "N", "C", "H", "H", "H", "H", "H", "H", "H", "H", "H", "H", "C", "C", "C", "C", "H", "H", "H", "H", "H", "H", "H", "H"], "coordinates": [[0.606, 1.698, -0.998], [0.211, 1.034, 0.232], [1.161, 0.071, 0.796], [1.465, -0.886, -0.157], [2.391, 0.578, 1.354], [3.464, 0.942, 0.449], [1.311, 2.526, -0.853], [-0.288, 2.091, -1.483], [1.065, 0.958, -1.651], [-0.054, 1.712, 0.936], [0.617, -0.380, 1.651], [0.622, -1.272, -0.451], [2.189, 1.327, 2.007], [3.326, 1.901, -0.067], [3.551, 0.150, -0.292], [4.388, 0.987, 1.025], [-1.255, -2.262, -0.693], [-2.040, -1.280, -0.276], [-2.613, -0.260, -1.208], [-2.411, -1.101, 1.163], [-1.009, -2.391, -1.735], [-0.867, -3.008, -0.018], [-2.329, 0.734, -0.887], [-2.268, -0.418, -2.227], [-3.706, -0.311, -1.193], [-2.003, -1.900, 1.777], [-3.495, -1.089, 1.275], [-2.028, -0.149, 1.524]], "mulliken_charge": [-1.006, -0.146, 0.013, -0.546, -0.356, -0.810, 0.275, 0.330, 0.356, 0.257, 0.250, 0.267, 0.274, 0.205, 0.301, 0.325, -1.552, 1.462, -1.295, -1.359, 0.425, 0.397, 0.226, 0.317, 0.393, 0.332, 0.415, 0.250]}



[4]
{"formula": "C7H18N2O", "method": "ωB97M-V/def2-TZVPD", "relative_energy_kj_mol": 468.9, "lumo_ev": [0.7, 0.7], "charge": 0, "multiplicity": 1, "symbols": ["C", "C", "C", "C", "C", "C", "H", "H", "H", "H", "H", "H", "H", "H", "H", "H", "H", "H", "H", "H", "N", "C", "O", "N", "H", "H", "H", "H"], "coordinates": [[1.341, -0.366, -0.962], [-0.462, 1.356, 0.904], [2.419, 0.640, -0.737], [1.190, -1.466, -0.132], [0.507, -0.193, -2.191], [0.327, 1.129, 2.176], [-1.134, 2.215, 1.021], [0.153, 1.598, 0.045], [2.814, 0.594, 0.277], [3.239, 0.437, -1.430], [2.078, 1.657, -0.929], [0.831, -2.380, -0.603], [1.968, -1.644, 0.601], [-0.109, -1.277, 0.466], [1.155, -0.203, -3.075], [-0.257, -0.969, -2.258], [-0.013, 0.770, -2.184], [-0.340, 0.904, 3.012], [0.902, 2.015, 2.452], [1.010, 0.287, 2.085], [-1.937, -2.048, -0.240], [-1.787, 0.111, 0.749], [-2.558, 0.495, -0.369], [-1.392, -1.207, 0.754], [-2.655, 1.452, -0.370], [-2.563, -2.700, 0.222], [-2.443, -1.561, -0.976], [-2.285, 0.352, 1.691]], "mulliken_charge": [1.094, -0.722, -1.451, -1.353, -1.067, -1.182, 0.597, 0.236, 0.354, 0.420, 0.362, 0.422, 0.372, 0.352, 0.439, 0.286, 0.234, 0.362, 0.368, 0.191, -0.511, 0.006, -0.584, -0.436, 0.309, 0.217, 0.223, 0.462]}



[5]
{"formula": "C7H18N2O3P", "method": "ωB97M-V/def2-TZVPD", "relative_energy_kj_mol": 0.0, "lumo_ev": 3.5, "smiles": "CC[C@](C)([C@](C)(N)CN)[P@@](=O)([O-])O", "charge": -1, "multiplicity": 1, "symbols": ["C", "C", "C", "C", "C", "C", "N", "C", "N", "P", "O", "O", "O", "H", "H", "H", "H", "H", "H", "H", "H", "H", "H", "H", "H", "H", "H", "H", "H", "H", "H"], "coordinates": [[-1.699, 2.371, -0.569], [-0.441, 1.570, -0.536], [-0.452, 0.194, 0.272], [-0.461, 0.523, 1.800], [0.877, -0.799, -0.249], [0.549, -1.276, -1.636], [1.092, -1.826, 0.814], [2.082, 0.203, -0.045], [3.255, -0.629, 0.057], [-1.972, -0.840, -0.189], [-2.292, -0.662, -1.642], [-1.828, -2.166, 0.394], [-3.047, -0.130, 0.892], [-2.346, 2.034, -1.336], [-1.489, 3.550, -0.569], [-2.198, 2.197, 0.473], [0.372, 2.308, -0.108], [-0.149, 1.270, -1.506], [0.060, -0.338, 2.195], [0.279, 1.319, 1.922], [-1.401, 0.849, 2.123], [1.443, -1.807, -1.952], [-0.289, -1.840, -1.494], [0.409, -0.556, -2.409], [0.933, -2.591, 0.190], [0.288, -1.881, 1.435], [2.049, 0.737, 0.809], [2.294, 0.819, -0.945], [3.424, -1.169, -0.768], [3.172, -1.192, 0.898], [-2.515, -0.242, 1.677]], "mulliken_charge": [-1.093, -0.710, 0.684, -2.077, 0.968, -2.096, -0.731, -0.969, -0.816, 0.978, -0.756, -0.798, -0.617, 0.336, 0.301, 0.184, 0.268, 0.252, 0.419, 0.401, 0.842, 0.542, 0.820, 0.282, 0.297, 0.332, 0.579, 0.232, 0.283, 0.330, 0.332]}



[6]
{"formula": "C7H18N2O3P", "method": "ωB97M-V/def2-TZVPD", "lumo_ev": -4.2, "charge": 1, "multiplicity": 1, "symbols": ["C", "N", "C", "C", "O", "C", "N", "P", "O", "H", "H", "H", "H", "H", "H", "H", "H", "H", "H", "H", "H", "C", "C", "O", "C", "H", "H", "H", "H", "H", "H"], "coordinates": [[0.180, 0.344, -0.485], [0.765, 0.645, 0.857], [0.707, -0.632, 1.667], [2.180, 0.989, 0.797], [2.697, 1.490, 1.831], [3.144, 0.814, -0.461], [2.997, 1.866, -1.534], [2.947, 3.560, -0.959], [1.879, 4.266, -1.828], [-0.959, 0.348, -0.357], [0.414, 1.169, -1.235], [0.555, -0.682, -0.833], [1.473, -1.358, 1.196], [-0.337, -1.073, 1.629], [1.061, -0.428, 2.740], [4.233, 0.689, -0.123], [2.871, -0.191, -0.955], [2.198, 1.693, -2.184], [3.848, 1.786, -2.137], [2.548, 3.710, 0.404], [4.176, 4.267, -1.140], [-4.372, -2.326, 1.539], [-3.434, -2.022, 0.404], [-2.392, -1.416, 0.588], [-3.830, -2.495, -0.969], [-3.959, -1.926, 2.467], [-5.341, -1.857, 1.356], [-4.490, -3.406, 1.645], [-4.775, -2.033, -1.262], [-3.924, -3.583, -0.974], [-3.061, -2.207, -1.688]], "mulliken_charge": [-0.631, -0.035, -0.779, 0.471, -0.516, -0.673, -0.225, 0.394, -0.570, 0.206, 0.139, 0.354, 0.354, 0.209, 0.310, 0.364, 0.349, 0.460, 0.451, 0.199, 0.192, -1.101, 0.724, -0.472, -1.081, 0.281, 0.340, 0.345, 0.348, 0.338, 0.254]}



What E_tot values result from the calculations? In sequence: -42403.24813, -12577.97909, -12577.67734, -12574.47016, -25964.61039, -25953.28350 eV.
What strongest force on any atom values result from the calculations? In sequence: 9.5, 3.2, 1.1, 4.3, 7.3, 7.4 eV Å⁻¹.